1.
{"formula": "C8H3Cl2NO3S", "method": "ωB97M-V with the def2-TZVPD basis set", "total_charge": 0, "smiles": "O=C1N[C@H]2c3c(Cl)sc(Cl)c3C(=O)[C@H]2O1", "spin_multiplicity": 1, "homo_lumo_gap_ev": 8.44, "elements": ["O", "O", "Cl", "Cl", "O", "S", "C", "C", "C", "C", "C", "C", "N", "C", "C", "H", "H", "H"], "positions_angstrom": [[-1.6248, -1.6373, -1.2645], [3.0231, -0.8449, 1.4851], [1.9878, 0.6985, 4.4513], [-1.4887, 3.2400, 0.4561], [0.5823, -1.5403, -0.6644], [0.0156, 2.5612, 3.0976], [-0.6087, -1.0275, -1.0189], [1.9486, -0.3901, 1.0987], [1.1087, 1.1757, 3.0379], [-0.3186, 2.3753, 1.3759], [1.2709, 0.6985, 1.7472], [0.4431, 1.4137, 0.8495], [-0.6593, 0.3449, -1.1128], [1.4409, -0.4185, -0.3572], [0.5844, 0.8683, -0.5461], [-1.5689, 0.7645, -0.9006], [2.2804, -0.3803, -1.0490], [1.1083, 1.6234, -1.1606]], "forces_ev_per_a": [[1.15, -0.95, 0.38], [-1.93, -0.30, -0.65], [-0.57, 0.18, -0.64], [0.13, 0.21, 0.45], [0.33, 1.10, 0.16], [0.24, -1.08, -0.73], [-3.46, -0.20, -0.90], [3.40, 0.19, 0.01], [0.59, 0.39, -0.25], [0.02, 0.42, 0.52], [-1.83, 1.17, 2.23], [0.23, -0.80, -0.63], [1.87, 0.50, 0.53], [-0.03, -0.03, -0.56], [-0.59, 0.45, 0.24], [0.70, -0.28, -0.21], [0.13, -0.50, 0.12], [-0.40, -0.46, -0.08]]}


2.
{"formula": "C8H48B2O40", "method": "ωB97M-V with the def2-TZVPD basis set", "total_charge": -2, "spin_multiplicity": 1, "homo_lumo_gap_ev": 7.96, "elements": ["O", "C", "O", "B", "O", "C", "O", "O", "C", "O", "C", "O", "O", "O", "C", "O", "B", "O", "C", "O", "O", "C", "O", "C", "O", "O", "O", "H", "H", "O", "H", "H", "O", "H", "H", "O", "H", "H", "O", "H", "H", "O", "H", "H", "O", "H", "H", "O", "H", "H", "O", "H", "H", "O", "H", "H", "O", "H", "H", "O", "H", "H", "O", "H", "H", "O", "H", "H", "O", "H", "H", "O", "H", "H", "O", "H", "H", "O", "H", "H", "O", "H", "H", "O", "H", "H", "O", "H", "H", "O", "H", "H", "O", "H", "H", "O", "H", "H"], "positions_angstrom": [[-2.5713, -2.2324, -1.0545], [-1.4263, -1.8424, -0.7565], [-1.2943, -0.6594, -0.4735], [0.0817, -0.5744, 0.0975], [0.6877, -1.9284, -0.0355], [-0.1883, -2.6024, -0.6065], [-0.1103, -3.7964, -0.8375], [0.0877, -0.0184, 1.4665], [0.7817, 1.0556, 1.4785], [0.8087, 1.8236, 2.4425], [1.2697, 1.3476, 0.1505], [0.8587, 0.4566, -0.6415], [1.7257, 2.4116, -0.3055], [-1.5913, 2.1496, -1.8185], [-1.7093, 3.0706, -1.0045], [-1.2283, 2.8856, 0.1185], [-1.1683, 4.1816, 0.7465], [-1.8503, 5.1096, -0.2215], [-2.0593, 4.4696, -1.2765], [-2.8053, 4.8796, -2.1135], [-1.8613, 4.1576, 2.0495], [-1.0103, 4.4276, 2.9165], [-1.1973, 4.3256, 4.1315], [0.1757, 4.8556, 2.2785], [0.1517, 4.7196, 1.0385], [1.1537, 5.3066, 2.8325], [0.4487, 1.3946, -3.5435], [1.2587, 1.3276, -3.0195], [-0.1563, 1.7746, -2.8945], [-5.3463, -3.6734, -0.5815], [-5.2663, -3.0084, -1.2665], [-4.9553, -4.4774, -0.8865], [1.1737, 4.1436, -2.3205], [1.1967, 5.0946, -2.2185], [1.1457, 3.6566, -1.4665], [-3.2503, -4.5804, -2.3595], [-3.2633, -3.6614, -2.1075], [-3.0123, -4.9534, -1.5235], [3.7597, 4.0976, -1.8775], [3.9267, 3.1746, -2.0405], [2.8787, 4.1826, -2.2175], [1.6367, 3.5296, 4.8525], [1.6397, 3.4456, 3.9115], [0.8907, 3.1066, 5.2265], [3.8727, 0.9846, 0.9795], [3.6267, 0.0846, 1.1955], [4.1377, 1.3666, 1.8155], [4.9207, 1.6126, -1.4055], [4.2747, 1.2486, -1.9665], [4.4557, 1.4886, -0.5945], [-5.2943, -1.7304, -2.3275], [-4.5613, -1.1894, -2.1665], [-5.0473, -2.1334, -3.1605], [-3.1253, 0.9986, 1.6865], [-2.8403, 0.1646, 2.0645], [-2.3523, 1.3086, 1.2025], [0.5467, -1.1344, 3.9985], [0.1677, -1.1114, 3.1345], [0.1487, -1.9144, 4.3505], [0.2917, -1.4354, -3.2445], [0.7337, -0.5884, -3.0585], [-0.6403, -1.2084, -3.3835], [-0.2023, -6.9814, -0.9955], [-0.8203, -7.7504, -0.9295], [-0.6813, -6.4324, -1.6535], [3.3437, -1.4074, -1.0365], [4.2687, -1.4074, -0.7845], [2.9707, -2.1764, -0.5675], [2.9177, 0.5326, -2.5805], [2.9967, -0.1684, -1.9285], [2.6717, 0.1226, -3.4105], [2.7477, -4.0614, -0.5555], [1.8487, -4.1934, -0.3355], [2.7257, -3.9844, -1.5075], [-4.0883, 0.0206, -0.7385], [-4.0513, 0.2666, 0.1655], [-3.3153, -0.4974, -0.8875], [-0.7403, -5.1124, -3.0475], [-1.6263, -4.7544, -3.0405], [-0.4103, -4.6944, -2.2535], [3.3067, 4.0576, 0.9155], [2.6617, 3.5436, 0.4285], [3.7867, 3.5736, 1.6055], [-1.3023, -3.9084, 1.9325], [-1.7993, -3.1484, 2.2405], [-1.5963, -4.2474, 1.0965], [1.4167, -3.6794, 2.6115], [1.6957, -4.3844, 2.0305], [0.4987, -3.7024, 2.3315], [2.5777, 0.5936, 4.5245], [2.0727, 0.8306, 5.3545], [1.8757, 0.2476, 3.9525], [-1.0593, 1.2746, 4.6805], [-0.5503, 1.1276, 3.8725], [-1.1843, 0.3916, 4.9085], [-2.2883, -0.1294, -3.2665], [-1.8703, 0.3946, -2.5575], [-2.5343, 0.4806, -3.9595]], "forces_ev_per_a": [[2.45, -1.07, 0.10], [-6.13, -3.61, -2.57], [3.12, 4.70, 2.39], [1.13, 2.05, -0.44], [1.48, 3.14, 1.52], [-1.05, -4.75, -1.12], [0.19, 0.36, 0.27], [-1.35, -3.07, -0.46], [0.15, 4.10, 4.68], [0.24, -1.56, -1.83], [1.70, 5.16, -3.23], [-1.09, -3.35, -1.20], [-1.03, -2.51, 1.55], [-1.41, 1.16, -0.08], [1.54, -4.21, -6.36], [1.19, -0.01, 4.60], [-0.64, 2.17, 0.81], [2.07, 1.25, 3.80], [-3.75, 0.15, -1.23], [0.08, -0.12, -2.25], [-3.06, -1.28, -3.88], [-1.08, -0.45, 7.30], [0.43, 0.47, -1.91], [6.21, 2.53, 3.37], [-1.42, -1.47, -4.78], [-0.60, 0.25, 0.46], [0.18, -0.20, 0.11], [0.26, 0.35, -0.04], [-0.29, 0.24, -0.22], [-0.63, -0.45, 1.72], [0.02, 0.62, -0.56], [0.18, -0.48, -0.53], [-0.92, -0.61, -0.33], [-0.18, 0.13, 0.68], [0.25, 0.85, -0.44], [-0.59, -0.44, -0.84], [0.02, 1.15, 0.09], [0.36, -0.73, 0.77], [0.90, 0.64, -0.27], [0.73, -0.56, 0.28], [-0.74, 0.24, -0.34], [1.88, 0.63, 1.25], [-0.34, -0.13, -0.70], [-1.39, -0.58, -0.04], [-0.26, -0.38, 0.27], [0.06, -0.40, 0.04], [0.03, 0.27, 0.39], [2.09, 0.52, 0.23], [-0.98, -0.69, -2.02], [-0.05, 0.31, 1.58], [-1.62, -1.47, -1.24], [1.61, 1.91, 0.98], [-0.26, -0.27, -0.45], [-0.09, -0.12, 0.04], [0.05, -0.06, 0.26], [0.05, 0.26, -0.03], [-0.13, 0.30, 0.44], [-0.17, 0.32, -1.27], [0.02, -1.02, 0.78], [0.37, -0.53, 0.71], [-0.69, -0.08, -0.30], [0.04, 0.40, -0.30], [-1.51, -0.95, -0.04], [0.96, 0.77, 0.11], [0.62, -0.02, -0.14], [0.20, -0.52, 0.83], [0.36, 0.15, -0.09], [-0.11, -0.10, -0.18], [-0.57, 0.89, -1.20], [-0.22, -0.76, 0.31], [0.26, -0.24, -0.26], [1.77, 0.27, 0.04], [-1.83, -0.34, 0.37], [0.06, -0.11, -0.53], [-1.17, 0.52, -1.38], [0.07, 0.60, 1.46], [0.66, -0.48, -0.05], [0.51, -0.78, -0.39], [-0.87, 0.02, -0.42], [0.64, 0.43, 0.19], [1.23, 1.21, 1.05], [0.28, -0.62, 0.41], [-0.84, 0.01, -0.62], [0.82, 0.08, 1.12], [-0.53, -0.14, -0.48], [-0.56, 0.14, -0.66], [0.04, -0.13, -0.17], [0.97, -0.43, -0.09], [-0.84, 0.41, 0.27], [-0.62, 0.21, 1.19], [0.92, -0.16, -1.55], [0.33, 0.05, 0.48], [0.32, 1.70, -0.82], [0.26, 0.84, -0.11], [-0.51, -2.37, 1.17], [0.13, -0.85, 0.45], [-0.46, 0.31, -0.48], [0.12, 0.41, 0.00]]}


3.
{"formula": "C8H4Cl6CrO8S", "method": "ωB97M-V with the def2-TZVPD basis set", "s_squared": 6.0119, "total_charge": -2, "spin_multiplicity": 5, "homo_lumo_gap_ev": [5.64, 5.75], "elements": ["Cr", "S", "O", "O", "O", "O", "C", "C", "C", "O", "C", "C", "C", "O", "O", "O", "H", "H", "C", "Cl", "Cl", "Cl", "H", "C", "Cl", "Cl", "Cl", "H"], "positions_angstrom": [[8.0399, 15.0756, -20.2367], [9.1784, 13.7284, -18.3014], [9.5254, 15.0805, -18.8962], [7.7979, 13.5332, -18.9153], [10.0833, 12.6767, -18.7460], [9.1824, 13.8297, -16.8387], [9.4518, 18.3223, -22.2593], [8.8718, 17.1243, -21.9448], [9.3152, 15.8592, -22.6414], [8.7509, 14.7692, -22.2893], [10.2831, 15.9052, -23.6279], [11.0151, 17.0888, -23.9101], [10.5386, 18.4028, -23.2000], [11.1844, 19.4262, -23.3863], [12.0392, 17.1670, -24.5868], [7.9947, 17.0122, -20.9948], [9.1246, 19.2522, -21.8132], [10.5174, 14.9659, -24.1139], [7.6166, 16.2556, -16.1085], [6.4365, 16.9668, -14.9636], [9.2167, 16.9292, -15.8180], [7.1154, 16.5287, -17.7570], [7.6718, 15.1909, -15.9174], [5.0221, 12.4538, -21.4686], [3.5616, 12.5358, -22.4577], [5.2883, 13.9764, -20.6365], [6.4453, 12.0206, -22.4033], [4.8928, 11.6760, -20.7291]], "forces_ev_per_a": [[0.18, 0.53, -0.60], [1.58, -0.71, 0.62], [0.36, 0.16, 0.02], [-0.32, -0.25, -0.09], [-0.39, 0.35, -0.09], [-0.89, 0.07, -0.34], [-0.02, -0.09, -0.73], [0.13, 0.81, 0.76], [0.18, -0.37, -0.65], [-0.59, 0.06, 0.59], [-0.32, -0.04, 0.04], [0.32, 0.28, 0.25], [0.20, -0.12, 0.40], [-0.16, 0.16, -0.23], [-0.26, -0.19, -0.26], [0.01, -1.13, -0.03], [0.01, -0.09, 0.25], [0.26, 0.06, 0.00], [0.23, -0.09, 0.19], [-0.06, 0.00, 0.02], [-0.04, 0.07, 0.04], [-0.42, 0.42, 0.03], [0.09, -0.06, -0.17], [0.57, -0.10, 0.10], [-0.14, -0.08, -0.14], [-0.30, 0.23, 0.08], [-0.07, 0.03, -0.15], [-0.15, 0.06, 0.09]]}


4.
{"formula": "C8H4F2O3", "method": "ωB97M-V with the def2-TZVPD basis set", "total_charge": 0, "smiles": "O=C1\\C=C/C=C\\C(F)=C(\\F)C(=O)O1", "spin_multiplicity": 1, "homo_lumo_gap_ev": 9.01, "elements": ["C", "C", "C", "C", "C", "C", "C", "C", "O", "O", "O", "F", "F", "H", "H", "H", "H"], "positions_angstrom": [[0.3487, -0.1313, -0.3720], [0.7582, -1.1834, -1.1499], [-0.1967, 0.1815, 0.9257], [0.7132, -2.6281, -0.9320], [-2.4382, -0.6389, 0.4775], [-1.0720, -2.4915, 0.7878], [-1.5141, 0.1552, 1.2622], [-0.0626, -3.2474, -0.0009], [-3.4957, -0.2684, 0.0311], [-1.1870, -2.5301, 1.9404], [-1.9317, -1.8205, -0.0431], [1.6397, -3.3730, -1.6006], [-0.0019, -4.5627, 0.3110], [0.5677, 0.8786, -0.8714], [0.8969, -0.7788, -2.1215], [0.4601, 0.7655, 1.5491], [-1.8281, 0.6604, 2.1399]], "forces_ev_per_a": [[1.69, 0.06, -2.21], [-1.62, 1.57, 1.31], [-1.82, 0.38, 1.01], [-0.04, -1.25, 1.30], [-2.02, 0.51, -2.21], [0.03, -0.73, -2.99], [2.70, -0.57, -0.06], [0.66, 0.14, -1.03], [0.75, -0.24, 0.99], [-0.25, -0.32, 3.20], [0.26, 0.24, 0.54], [-0.77, 0.75, 0.35], [0.29, 1.01, -0.36], [-0.44, -1.48, 0.46], [0.93, -0.57, -1.01], [0.14, 0.23, 0.20], [-0.48, 0.28, 0.52]]}


5.
{"formula": "C8H4NO5SV", "method": "ωB97M-V with the def2-TZVPD basis set", "s_squared": 3.7757, "total_charge": 1, "spin_multiplicity": 4, "homo_lumo_gap_ev": [8.81, 7.76], "elements": ["O", "C", "V", "C", "O", "C", "O", "C", "O", "C", "O", "H", "S", "C", "C", "N", "C", "H", "H", "H"], "positions_angstrom": [[-0.1373, 5.2184, -0.0422], [-0.0817, 4.2607, -0.6652], [-0.0831, -0.6840, -1.4111], [-0.0458, -2.5277, -0.8864], [-0.0487, -3.6849, -0.7121], [-0.1109, -1.3412, -3.4860], [-0.1385, -1.7672, -4.5536], [1.6875, 0.0515, -1.2936], [2.8325, 0.3155, -1.2318], [-1.8366, -0.0210, -1.2499], [-2.9358, 0.3562, -1.0674], [0.0763, 0.8113, -0.8764], [-1.0121, 0.0542, 3.3416], [0.7298, 0.0667, 3.1319], [1.0521, -0.1791, 1.8116], [-0.0543, -0.3949, 0.9846], [-1.2013, -0.2671, 1.6580], [1.4436, 0.2436, 3.9249], [2.0627, -0.1841, 1.4065], [-2.1986, -0.3268, 1.2166]], "forces_ev_per_a": [[0.12, -2.12, -1.40], [-0.12, 2.09, 1.41], [1.12, 0.22, 0.78], [-0.01, -7.49, 0.66], [0.05, 4.79, -0.35], [-0.08, -1.05, -3.14], [0.10, 1.37, 3.43], [6.71, 0.79, -0.22], [-5.01, -0.53, -0.06], [-7.34, 2.58, 0.60], [4.72, -1.46, -0.78], [-0.15, 1.27, -0.47], [1.27, -0.10, -1.05], [-0.51, -0.28, -1.34], [-1.05, 0.07, 0.86], [-0.79, 0.16, 0.33], [1.15, -0.05, 0.37], [-0.30, 0.01, 0.05], [-0.37, -0.13, 0.12], [0.50, -0.13, 0.21]]}